93
Properties=species:S:1:pos:R:3 method="wB97M-V/def2-TZVPD" total_charge=0 gap_ha="0.2126 / 0.2134" total_energy_ev=-220347.9211 max_force_ha_per_bohr=0.0091 lumo_ev="-1.201 / -1.182" spin_multiplicity=2
Cu 0.47 0.31 0.80
Cl -0.42 -3.96 -5.92
C -1.30 -2.83 -4.92
C -0.47 -1.72 -4.46
C -0.90 -0.62 -3.59
C -3.46 -1.12 -3.22
C -3.53 -2.31 -3.86
C -2.56 -3.10 -4.60
C -1.90 0.30 -1.64
C -2.04 -0.60 -0.59
C -3.13 -1.54 -0.41
C -3.01 -2.07 0.82
C -1.79 -1.55 1.39
C -1.21 -2.03 2.55
C -1.98 -2.99 3.40
C -2.34 -4.25 2.93
C -3.03 -5.14 3.73
C -3.38 -4.76 5.02
Cl -4.25 -5.87 6.03
C -3.03 -3.52 5.51
C -2.33 -2.64 4.70
C 0.11 -1.75 2.93
N 0.94 -0.91 2.28
C 2.18 -1.06 2.86
C 3.31 -0.33 2.55
C 4.59 -0.68 3.22
C 4.88 -0.24 4.50
C 6.07 -0.57 5.12
C 6.99 -1.34 4.44
Cl 8.50 -1.76 5.21
C 6.74 -1.79 3.15
C 5.54 -1.46 2.55
C 3.29 0.78 1.70
C 4.40 1.68 1.52
C 3.93 2.72 0.78
C 2.56 2.44 0.49
N 2.19 1.25 1.05
C 1.72 3.23 -0.29
C 0.49 2.82 -0.78
C -0.28 3.55 -1.73
C -1.23 2.72 -2.20
C -1.09 1.46 -1.49
N -0.06 1.57 -0.61
C 2.22 4.58 -0.69
C 1.92 5.70 0.09
C 2.38 6.96 -0.28
C 3.14 7.09 -1.43
Cl 3.72 8.66 -1.90
C 3.45 5.99 -2.22
C 2.98 4.74 -1.84
C 2.11 -2.06 3.89
C 0.82 -2.47 3.96
N -1.24 -0.65 0.53
H 0.37 -1.49 -5.10
H -0.29 0.27 -3.72
H -4.52 -2.72 -3.95
H -2.97 -4.01 -5.01
H -3.92 -1.73 -1.10
H -3.69 -2.75 1.31
H -2.05 -4.55 1.93
H -3.30 -6.12 3.37
H -3.30 -3.24 6.52
H -2.06 -1.66 5.08
H 4.15 0.36 5.03
H 6.29 -0.23 6.12
H 7.47 -2.40 2.64
H 5.33 -1.80 1.55
H 5.38 1.54 1.92
H 4.47 3.60 0.47
H -0.11 4.58 -2.01
H -1.99 2.97 -2.90
H 1.33 5.58 0.99
H 2.15 7.82 0.32
H 4.04 6.12 -3.11
H 3.21 3.88 -2.45
H 2.94 -2.40 4.49
H 0.39 -3.21 4.61
C -2.25 1.01 -5.33
N -2.68 0.96 -3.95
C -3.91 1.53 -3.62
C -4.81 0.82 -2.94
N -4.63 -0.54 -2.74
C -5.84 -1.33 -2.60
C -2.28 -0.15 -3.09
Se 0.16 -1.92 -2.57
H -2.85 1.76 -5.84
H -2.39 0.06 -5.85
H -1.20 1.31 -5.42
H -4.08 2.57 -3.88
H -5.72 1.25 -2.55
H -6.54 -0.78 -1.97
H -5.61 -2.28 -2.13
H -6.32 -1.53 -3.57